(1)
63
Properties=species:S:1:pos:R:3:lowdin_spin:R:1 method="wB97M-V/def2-TZVPD" de_lowest_kj_mol=1379.3 spin_multiplicity=5 e_homo_ev="-7.0 / -7.0" lumo_energy_ha="0.0073 / -0.0520" gap_ha="0.2636 / 0.2061"
Co 0.304 -0.527 0.433 1.86
C 0.254 -1.917 -2.955 0.01
C -0.849 -0.512 -0.992 0.00
N -1.374 -0.744 1.239 0.12
C -3.132 0.685 0.129 0.74
C -4.270 1.106 -0.702 0.11
C -1.455 -1.274 2.586 0.02
C -0.229 -0.672 3.275 0.01
N 0.913 -0.693 2.333 0.01
C 2.172 -0.640 2.829 0.00
C 3.268 -0.920 1.980 0.01
F 3.005 -1.227 0.689 0.01
C 4.580 -0.893 2.385 0.00
F 5.533 -1.183 1.482 0.00
C 4.938 -0.584 3.684 0.01
C 3.898 -0.286 4.537 0.00
F 4.167 0.055 5.809 0.00
C 2.574 -0.296 4.142 0.01
F 1.667 0.099 5.068 0.00
H -0.516 -2.053 -3.716 0.00
H 1.615 -3.020 -2.211 0.00
H 0.756 -0.961 -3.150 0.00
H -1.844 -2.351 -0.481 0.02
H -3.163 -1.088 -1.232 0.05
H -2.797 1.165 1.035 0.03
H -3.441 -1.518 0.702 0.15
H -3.966 1.911 -1.384 0.03
H -5.084 1.474 -0.073 0.02
H -4.645 0.284 -1.319 0.01
H -1.382 -2.371 2.610 0.01
H -2.371 -0.972 3.105 0.00
H -0.023 -1.260 4.171 0.00
H -0.478 0.348 3.601 0.00
H 5.967 -0.572 4.009 0.00
C 2.083 1.256 -1.181 0.01
N 1.075 1.382 -0.117 0.03
C 1.706 2.015 1.058 0.00
C -0.012 2.276 -0.522 0.01
C -0.732 1.881 -1.756 0.02
C -1.056 2.865 -2.686 0.00
C -1.814 2.568 -3.805 0.02
C -2.253 1.270 -4.006 0.00
C -1.914 0.286 -3.096 0.02
C -1.143 0.574 -1.957 0.01
H 2.563 2.224 -1.370 0.00
H 1.609 0.907 -2.096 0.00
H 2.831 0.529 -0.877 0.00
H 2.020 3.035 0.806 0.00
H 2.580 1.448 1.363 0.00
H 1.001 2.046 1.887 0.00
H 0.399 3.282 -0.673 0.00
H -0.701 2.329 0.326 0.00
H -0.710 3.879 -2.525 0.00
H -2.057 3.345 -4.517 0.00
H -2.846 1.023 -4.877 0.00
H -2.244 -0.732 -3.264 0.00
Cl -2.378 -0.960 -0.065 0.31
C -1.302 -3.092 -1.381 0.15
C -0.326 -1.930 -1.517 0.02
O 1.164 -2.984 -3.071 0.00
O 0.750 -2.063 -0.632 0.12
H -1.977 -3.297 -2.210 0.01
H -0.908 -3.954 -0.859 0.01



(2)
68
Properties=species:S:1:pos:R:3:lowdin_spin:R:1 method="wB97M-V/def2-TZVPD" de_lowest_kj_mol=0.0 spin_multiplicity=5 e_homo_ev="-14.5 / -14.4" charge=+2 lumo_energy_ha="-0.2643 / -0.3744" gap_ha="0.2676 / 0.1547"
Pd -0.001 -0.056 0.294 1.53
O 1.095 -2.668 1.866 0.01
Cl 1.709 -1.381 2.007 0.00
O 2.837 -1.408 2.827 0.03
O 2.045 -0.882 0.635 0.08
O 0.679 -0.418 2.464 0.12
N -1.915 0.599 -0.148 0.81
C -2.915 1.307 -0.440 0.11
C -4.276 0.890 -0.043 0.04
C -4.473 0.226 1.170 0.01
C -5.746 -0.176 1.534 0.00
C -6.818 0.072 0.683 0.00
C -6.622 0.729 -0.524 0.00
C -5.352 1.148 -0.888 0.00
C -2.668 2.569 -1.185 0.05
C -1.699 2.612 -2.187 0.01
C -1.452 3.801 -2.853 0.00
C -2.159 4.945 -2.506 0.00
C -3.119 4.904 -1.504 0.01
C -3.384 3.715 -0.844 0.01
H -3.638 0.077 1.844 0.00
H -5.911 -0.665 2.484 0.00
H -7.813 -0.239 0.969 0.00
H -7.460 0.923 -1.178 0.00
H -5.194 1.663 -1.827 0.00
H -1.180 1.705 -2.474 0.00
H -0.723 3.835 -3.651 0.00
H -1.969 5.873 -3.028 0.00
H -3.668 5.797 -1.241 0.00
H -4.134 3.677 -0.064 0.00
C 1.929 3.965 0.925 0.01
C 1.837 2.502 0.572 0.00
O 0.469 2.021 0.797 0.10
H 2.945 4.315 0.744 0.00
H 1.710 4.130 1.982 0.00
H 1.244 4.558 0.322 0.00
H 2.524 1.890 1.156 0.00
H 2.018 2.330 -0.488 0.00
H 0.223 2.230 1.709 0.00
C -5.358 -6.475 -2.459 0.00
C -3.966 -6.975 -2.087 0.00
S -3.188 -5.826 -0.988 0.00
O -3.958 -5.675 0.218 0.00
O -2.806 -4.619 -1.701 0.01
C -1.613 -6.557 -0.532 0.00
C -1.005 -5.655 0.539 0.00
N -0.447 -4.405 -0.037 0.07
C -1.007 -3.147 0.145 0.23
N -0.285 -2.212 -0.519 0.09
C 0.724 -2.832 -1.099 0.23
C 0.627 -4.226 -0.792 0.27
N 1.575 -5.251 -1.207 0.02
O 1.382 -6.375 -0.809 -0.01
O 2.482 -4.835 -1.885 0.07
C -2.175 -2.865 0.972 0.04
H -5.815 -7.190 -3.140 0.00
H -5.306 -5.510 -2.961 0.00
H -5.987 -6.388 -1.576 0.00
H -3.308 -7.059 -2.954 0.00
H -3.999 -7.928 -1.557 0.00
H -1.019 -6.585 -1.444 0.00
H -1.725 -7.569 -0.148 0.00
H -0.227 -6.161 1.103 0.00
H -1.776 -5.326 1.235 0.00
H 1.507 -2.358 -1.670 0.01
H -1.951 -3.104 2.019 0.02
H -3.017 -3.486 0.656 0.01
H -2.437 -1.814 0.885 0.00



(3)
83
Properties=species:S:1:pos:R:3:lowdin_charge:R:1 method="wB97M-V/def2-TZVPD" e_homo_ev=-2.2 charge=-1 lumo_energy_ha=0.0453 gap_ha=0.1253
C 1.430 -1.958 7.714 0.02
C 0.236 -2.820 7.396 -0.55
O 0.132 -3.972 7.719 0.10
O -0.709 -2.158 6.706 -0.01
C -1.828 -2.948 6.255 -0.17
C -2.753 -2.023 5.464 -0.17
C -2.515 -2.100 3.945 -0.19
C -2.991 -0.855 3.173 -0.20
C -1.836 -0.155 2.427 -0.19
C -2.305 0.864 1.381 -0.13
C -2.686 0.456 -0.102 -0.33
C -4.240 0.570 -0.253 -0.11
C -5.043 -0.272 -1.242 -0.19
F -5.360 -1.499 -0.674 -0.04
C -1.898 1.406 -1.110 -0.37
N -2.205 1.094 -2.461 0.12
S -2.578 3.216 -0.827 0.84
O -3.093 3.389 0.504 -0.27
O -3.479 3.451 -1.924 -0.28
C -1.321 4.626 -0.934 -0.45
F -2.025 5.625 -0.407 0.13
F -0.299 4.371 -0.123 0.13
C -0.812 5.087 -2.358 -0.58
F 0.508 4.997 -2.399 0.18
F -1.150 6.345 -2.571 0.20
F -1.323 4.343 -3.324 0.17
C -0.371 1.213 -0.921 -0.12
C 0.531 2.091 -1.792 -0.42
O 0.363 2.268 -2.964 0.14
N 1.604 2.735 -1.130 0.19
C 2.173 2.213 0.048 -0.50
O 1.725 2.294 1.142 0.19
F 3.349 1.611 -0.202 0.15
C 0.121 -0.266 -1.007 -0.25
S 0.501 -1.114 -2.655 0.80
O 0.418 -2.510 -2.348 -0.24
O -0.161 -0.590 -3.799 -0.23
C 2.331 -0.828 -2.797 -0.47
F 2.594 0.486 -2.696 0.13
F 2.903 -1.438 -1.763 0.15
C 2.962 -1.305 -4.137 -0.39
F 2.424 -0.592 -5.128 0.17
F 4.248 -0.979 -4.016 0.18
C 2.873 -2.818 -4.484 -0.58
F 3.026 -3.566 -3.405 0.20
F 3.828 -3.106 -5.347 0.21
F 1.702 -3.087 -5.047 0.19
O -0.631 -1.189 -0.262 -0.19
S -2.223 -1.255 -0.465 0.69
O -2.702 -2.090 0.579 -0.19
O -2.484 -1.579 -1.825 -0.21
H 1.563 -1.919 8.796 0.09
H 1.332 -0.946 7.326 0.08
H 2.318 -2.420 7.275 0.09
H -1.450 -3.775 5.649 0.13
H -2.328 -3.385 7.123 0.13
H -3.788 -2.300 5.681 0.12
H -2.557 -1.001 5.799 0.11
H -3.026 -2.982 3.547 0.12
H -1.446 -2.274 3.776 0.11
H -3.784 -1.117 2.473 0.10
H -3.365 -0.129 3.907 0.11
H -1.130 -0.900 2.063 0.09
H -1.285 0.417 3.185 0.13
H -3.174 1.367 1.804 0.11
H -1.558 1.655 1.335 0.10
H -4.660 0.309 0.723 0.13
H -4.508 1.612 -0.419 0.10
H -4.557 -0.464 -2.198 0.11
H -5.987 0.247 -1.437 0.13
H -1.884 1.788 -3.126 0.10
H -3.199 0.975 -2.609 0.09
H -0.126 1.507 0.102 0.12
H 2.322 2.915 -1.830 0.17
H 1.098 -0.267 -0.509 0.15
C 7.575 -0.014 -3.975 -0.16
C 8.501 -1.131 -4.519 -0.66
O 9.796 -0.941 -4.269 -0.38
H 7.842 0.950 -4.419 0.05
H 6.520 -0.215 -4.209 0.02
H 7.677 0.063 -2.888 0.04
H 8.236 -1.214 -5.617 0.06
H 8.071 -2.091 -4.096 0.06



(4)
59
Properties=species:S:1:pos:R:3:nbo_charge:R:1 method="wB97M-V/def2-TZVPD" de_lowest_kj_mol=284.9 e_homo_ev=-8.0 lumo_energy_ha=0.0217 gap_ha=0.3156 smiles="COc1cc(C(=O)N(C)[C@@H]2CCCN(Cc3ccccc3F)C2)cc(OC)c1OC"
C 4.099 3.650 2.888 -0.25
H 3.921 4.135 1.923 0.18
H 4.881 4.191 3.421 0.20
H 3.179 3.667 3.480 0.18
O 4.592 2.342 2.729 -0.51
C 3.778 1.401 2.154 0.24
C 2.535 1.709 1.610 -0.28
C 1.769 0.739 0.988 -0.11
C 2.218 -0.575 0.930 -0.31
C 3.438 -0.908 1.495 0.27
C 4.238 0.077 2.110 0.27
O 5.431 -0.387 2.583 -0.50
C 6.084 0.280 3.640 -0.24
H 6.845 -0.418 3.989 0.19
H 5.397 0.506 4.459 0.18
H 6.561 1.204 3.306 0.19
O 3.966 -2.164 1.512 -0.48
C 3.224 -3.207 0.933 -0.25
H 3.824 -4.105 1.076 0.20
H 3.066 -3.046 -0.139 0.17
H 2.255 -3.339 1.427 0.18
H 1.596 -1.324 0.469 0.22
C 0.406 1.109 0.491 0.67
O -0.420 1.572 1.261 -0.63
N 0.148 0.884 -0.818 -0.44
C 1.163 0.542 -1.786 -0.40
H 0.989 -0.460 -2.189 0.19
H 1.138 1.256 -2.613 0.20
H 2.148 0.575 -1.329 0.23
C -1.186 1.122 -1.364 -0.04
C -1.596 2.594 -1.299 -0.42
C -2.978 2.736 -1.926 -0.40
C -3.969 1.806 -1.233 -0.21
N -3.516 0.432 -1.344 -0.44
C -4.510 -0.517 -0.866 -0.23
C -4.156 -1.909 -1.308 -0.09
C -4.245 -2.262 -2.650 0.41
C -3.905 -3.521 -3.109 -0.28
C -3.457 -4.467 -2.204 -0.20
C -3.360 -4.146 -0.861 -0.23
C -3.705 -2.878 -0.422 -0.19
H -3.627 -2.632 0.627 0.22
H -3.014 -4.883 -0.153 0.21
H -3.188 -5.454 -2.549 0.22
H -3.997 -3.745 -4.160 0.23
F -4.695 -1.356 -3.542 -0.32
H -5.470 -0.238 -1.310 0.22
H -4.612 -0.490 0.234 0.18
C -2.244 0.264 -0.665 -0.24
H -1.949 -0.788 -0.724 0.21
H -2.307 0.551 0.396 0.20
H -4.945 1.885 -1.719 0.20
H -4.080 2.109 -0.176 0.16
H -3.327 3.766 -1.845 0.21
H -2.930 2.469 -2.984 0.20
H -1.622 2.907 -0.255 0.23
H -0.866 3.211 -1.828 0.20
H -1.162 0.812 -2.414 0.21
H 2.147 2.713 1.653 0.23



(5)
62
Properties=species:S:1:pos:R:3:nbo_charge:R:1 method="wB97M-V/def2-TZVPD" de_lowest_kj_mol=35.6 e_homo_ev=-13.9 charge=+2 lumo_energy_ha=-0.2716 gap_ha=0.2394
Ru 0.037 -0.521 -0.182 0.18
C -1.642 -0.052 1.203 -0.18
C -1.943 0.619 -0.006 -0.24
C -0.885 1.519 -0.252 -0.10
C 0.097 1.413 0.789 -0.24
C -0.377 0.433 1.701 -0.21
H -2.288 -0.747 1.710 0.27
H -2.822 0.483 -0.615 0.28
H -0.783 2.135 -1.132 0.29
H 0.987 2.013 0.889 0.28
H 0.085 0.157 2.636 0.28
C -2.182 -3.504 1.233 -0.97
Sb -0.176 -2.819 1.130 1.51
C 0.538 -2.898 3.115 -0.99
C 0.935 -4.335 0.077 -0.73
C 2.232 -4.571 0.788 0.01
C 2.299 -5.557 1.772 -0.22
C 3.460 -5.771 2.495 -0.19
C 4.579 -4.993 2.238 -0.18
C 4.530 -4.028 1.246 -0.19
C 3.369 -3.807 0.506 -0.10
C 3.393 -2.786 -0.588 -0.74
Sb 2.614 -0.882 -0.041 1.43
C 3.519 -0.509 1.836 -0.98
C 3.578 0.488 -1.320 -0.96
H -2.147 -4.392 1.866 0.26
H -2.556 -3.782 0.251 0.27
H -2.838 -2.775 1.696 0.24
H 0.538 -3.933 3.451 0.27
H -0.104 -2.307 3.766 0.25
H 1.557 -2.520 3.151 0.25
H 1.043 -3.993 -0.949 0.26
H 0.295 -5.217 0.072 0.26
H 1.429 -6.176 1.962 0.22
H 3.495 -6.549 3.247 0.24
H 5.494 -5.153 2.791 0.24
H 5.422 -3.455 1.019 0.22
H 2.859 -3.104 -1.484 0.26
H 4.423 -2.590 -0.888 0.27
H 4.597 -0.469 1.680 0.26
H 3.300 -1.307 2.541 0.25
H 3.184 0.445 2.239 0.25
H 4.650 0.405 -1.147 0.26
H 3.249 1.499 -1.085 0.25
H 3.346 0.246 -2.354 0.28
F -0.340 2.637 -6.896 -0.27
C 0.382 1.737 -6.249 0.27
C -0.189 0.744 -5.570 -0.05
N 0.583 -0.201 -4.904 -0.42
C -0.002 -1.248 -4.111 -0.32
C 0.096 -0.980 -2.632 0.81
O -0.170 -1.900 -1.793 -0.62
O 0.444 0.147 -2.154 -0.60
C 1.963 -0.141 -4.876 0.80
O 2.611 -0.944 -4.224 -0.66
N 2.511 0.864 -5.618 -0.63
C 1.842 1.877 -6.331 0.60
O 2.435 2.732 -6.921 -0.50
H -1.261 0.617 -5.534 0.24
H 0.519 -2.190 -4.288 0.28
H -1.048 -1.401 -4.378 0.26
H 3.523 0.893 -5.653 0.45



(6)
77
Properties=species:S:1:pos:R:3:lowdin_spin:R:1 method="wB97M-V/def2-TZVPD" de_lowest_kj_mol=138.7 spin_multiplicity=5 e_homo_ev="-12.7 / -12.7" charge=+2 lumo_energy_ha="-0.2261 / -0.3555" gap_ha="0.2399 / 0.1127"
Os 1.108 -0.361 0.071 2.33
C 1.956 -6.308 -2.345 0.00
C 2.291 -5.472 -1.166 0.00
N 2.970 -5.847 -0.130 0.00
N 3.003 -4.739 0.655 0.01
C 2.366 -3.688 0.147 0.02
S 2.261 -2.245 1.075 0.13
N 1.917 -4.148 -1.030 0.01
N 1.088 -3.478 -1.942 0.01
H 2.379 -7.297 -2.195 0.00
H 2.378 -5.887 -3.261 0.00
H 0.874 -6.404 -2.466 0.00
H 3.469 -4.764 1.547 0.00
H 1.461 -2.542 -2.068 0.00
H 1.145 -3.976 -2.821 0.00
N 5.199 0.937 -0.447 0.00
C 4.263 1.064 -1.664 0.00
C 4.977 1.696 -2.854 0.00
P 3.709 -0.698 -1.926 0.01
O 3.790 -1.023 -3.477 0.00
O 4.628 -1.505 -1.091 0.00
O 2.182 -0.745 -1.669 0.05
P 2.796 2.059 -1.122 0.02
O 3.518 3.437 -0.756 0.01
O 1.759 2.182 -2.155 0.00
O 2.468 1.371 0.225 0.15
H 5.486 -0.056 -0.385 0.00
H 4.685 1.137 0.415 0.00
H 6.000 1.560 -0.515 0.00
H 5.880 1.145 -3.130 0.00
H 5.247 2.729 -2.632 0.00
H 4.309 1.701 -3.714 0.00
H 4.668 -1.330 -3.758 0.00
H 3.090 4.212 -1.152 0.00
C -0.789 2.474 -0.720 0.01
C -1.163 1.155 -1.283 0.02
N -0.508 0.005 -1.159 0.06
C -1.188 -0.971 -1.880 0.02
C -2.268 -0.402 -2.443 0.00
N -2.240 0.935 -2.063 0.01
C -3.304 1.884 -2.344 0.01
N -4.015 2.254 -1.133 0.15
N -3.900 3.560 -0.641 -0.01
N -4.550 3.645 0.446 0.08
C -5.104 2.384 0.700 0.03
C -5.883 1.960 1.748 0.14
C -6.276 0.590 1.761 0.25
C -5.898 -0.296 0.748 0.00
C -5.124 0.129 -0.317 0.22
C -4.744 1.502 -0.312 0.10
H 0.110 2.386 -0.118 0.00
H -1.587 2.872 -0.098 0.00
H -0.583 3.178 -1.527 0.00
H -0.853 -1.995 -1.919 0.00
H -3.033 -0.810 -3.086 0.00
H -3.985 1.404 -3.039 0.00
H -2.921 2.796 -2.788 0.00
H -6.197 2.653 2.522 0.00
H -6.889 0.220 2.575 0.01
H -6.219 -1.328 0.801 0.00
H -4.820 -0.557 -1.099 0.01
O -2.169 0.664 1.093 0.03
C -1.286 0.547 1.922 0.02
N -0.016 -0.033 1.705 0.06
S 0.832 -0.184 3.193 0.00
O 2.118 0.413 2.974 0.01
O 0.773 -1.522 3.685 0.00
C -0.303 0.769 4.110 0.00
C -0.240 1.115 5.446 0.00
C -1.345 1.767 5.976 0.00
C -2.464 2.043 5.192 0.00
C -2.506 1.672 3.855 0.00
C -1.407 1.026 3.323 0.00
H 0.628 0.889 6.053 0.00
H -1.335 2.060 7.018 0.00
H -3.311 2.551 5.637 0.00
H -3.365 1.880 3.228 0.00



(7)
55
Properties=species:S:1:pos:R:3:nbo_charge:R:1 method="wB97M-V/def2-TZVPD" e_homo_ev="-11.1 / -11.1" charge=+1 lumo_energy_ha="-0.1247 / -0.1246" gap_ha="0.2843 / 0.2845"
Ni -1.517 -2.295 -1.420 0.99
C -1.845 -4.424 -1.338 -0.31
C -3.096 -3.694 -1.277 -0.31
C -3.267 -2.997 -2.480 -0.33
C -2.070 -3.181 -3.227 -0.30
C -1.237 -4.138 -2.556 -0.33
H -1.462 -5.077 -0.570 0.25
H -3.802 -3.728 -0.462 0.24
H -4.105 -2.379 -2.755 0.25
H -1.875 -2.763 -4.203 0.24
H -0.292 -4.517 -2.910 0.25
C 3.297 2.575 -1.771 -0.60
C 1.955 2.787 -2.486 -0.12
C 1.216 3.978 -1.858 -0.60
C 2.223 3.094 -3.959 -0.61
C 1.105 1.537 -2.312 0.21
C 0.638 0.775 -3.377 -0.27
C -0.129 -0.349 -3.138 0.08
N -0.457 -0.753 -1.912 -0.49
C -0.018 -0.029 -0.862 0.15
C 0.752 1.102 -1.034 -0.25
C -0.434 -0.562 0.451 0.25
C -0.094 -0.002 1.665 -0.24
C -0.527 -0.575 2.861 0.09
C -1.306 -1.722 2.753 -0.20
C -1.612 -2.234 1.507 0.06
N -1.191 -1.673 0.375 -0.51
C -0.143 0.053 4.192 -0.10
C -0.680 1.492 4.233 -0.59
C -0.720 -0.722 5.376 -0.61
C 1.388 0.067 4.308 -0.59
H 3.918 3.464 -1.890 0.23
H 3.838 1.725 -2.192 0.22
H 3.169 2.401 -0.702 0.20
H 1.814 4.882 -1.978 0.23
H 1.042 3.836 -0.791 0.20
H 0.252 4.143 -2.342 0.22
H 2.833 3.994 -4.032 0.23
H 1.300 3.278 -4.510 0.21
H 2.770 2.286 -4.449 0.21
H 0.861 1.038 -4.399 0.24
H -0.497 -0.951 -3.956 0.22
H 1.085 1.656 -0.169 0.23
H 0.517 0.889 1.688 0.23
H -1.684 -2.230 3.627 0.24
H -2.216 -3.125 1.406 0.22
H -1.767 1.510 4.141 0.22
H -0.259 2.108 3.438 0.20
H -0.412 1.953 5.185 0.23
H -1.811 -0.742 5.356 0.21
H -0.419 -0.235 6.304 0.23
H -0.350 -1.748 5.410 0.21
H 1.853 0.652 3.513 0.20
H 1.795 -0.944 4.270 0.22
H 1.678 0.514 5.259 0.23